(1)
Molecular formula: C19H15Br2N5O4STi
Method: DFT, ωB97M-V/def2-TZVPD

Each line ends with the natural charge from an NBO analysis.
Atoms and positions in Å:
H 3.87 -0.34 -0.57  0.237
H -4.23 -3.08 -2.45  0.236
C 0.18 2.51 1.86  0.127
C -1.61 -4.03 -2.67  -0.098
C 0.24 -2.08 -1.83  0.376
C -0.16 3.61 -1.27  0.309
C 0.22 1.60 4.14  -0.143
H 0.23 3.50 2.31  0.204
C 3.13 1.58 -1.04  0.792
H 0.09 -5.25 -3.00  0.242
C 0.08 1.38 2.76  -0.233
O 1.87 1.47 -1.42  -0.705
C -0.12 -0.74 4.55  -0.166
H 0.41 2.60 4.49  0.215
C 3.48 0.51 -0.01  -0.347
H 2.19 0.58 1.59  0.395
S -0.86 2.19 -2.00  -0.149
C -3.46 -2.38 -2.15  -0.102
C -0.18 0.08 2.29  0.428
C -2.11 -2.77 -2.24  -0.113
O 1.02 -1.11 -1.41  -0.706
Ti 0.37 0.57 -0.61  1.463
H -2.97 0.76 -0.98  0.228
N -0.15 4.75 -2.01  -0.790
C -0.28 -0.98 3.20  -0.297
C -3.78 -1.13 -1.70  -0.262
H -4.80 -0.81 -1.61  0.231
H 4.27 0.87 0.65  0.219
H 0.41 5.50 -1.65  0.401
H -0.20 -1.56 5.25  0.218
H 2.20 -0.87 0.84  0.404
Br 2.49 -3.75 -2.24  0.085
N 0.28 3.67 -0.05  -0.412
N 0.20 2.44 0.58  -0.284
Br -2.82 -5.37 -3.23  0.065
H -0.48 -1.97 2.83  0.227
H 0.24 0.72 6.09  0.220
N -1.48 -0.57 -1.41  -0.427
N 2.26 0.13 0.68  -0.779
C 0.66 -3.32 -2.25  -0.182
C -2.75 -0.24 -1.33  0.111
C -1.16 -1.81 -1.84  0.113
C 0.13 0.55 5.03  -0.257
C -0.27 -4.29 -2.67  -0.209
O 3.90 2.38 -1.49  -0.579
O -0.34 -0.15 1.00  -0.708
H -0.20 4.65 -3.01  0.402

Results
Energy relative to the best compared isomer or geometry (same formula, charge and spin)   1.1 kcal per mole
Frontier orbital gap   0.2738 Ha
HOMO   -8.24 eV

***

(2)
Molecular formula: C13H14IN3SSn
Method: DFT, ωB97M-V/def2-TZVPD

Each line ends with the natural charge from an NBO analysis.
Atoms and positions in Å:
H 0.34 -2.43 2.07  0.188
H -0.69 -3.48 -3.78  0.265
C -0.39 -2.74 -0.49  0.092
N -0.19 0.61 3.61  -0.668
C -0.53 -3.51 -1.62  -0.195
C 0.17 -1.63 2.74  -0.931
C 0.10 2.72 -0.52  0.096
H -0.61 -4.58 -1.49  0.266
H -0.59 2.24 2.32  0.238
C 0.18 3.49 -1.66  -0.198
H -0.48 -0.98 -3.94  0.243
H 1.17 -1.58 3.23  0.257
H 0.18 3.09 0.51  0.232
Sn 0.10 -0.06 0.86  1.537
I 2.72 -0.14 0.71  -0.249
C 0.28 1.54 2.34  -0.605
N -0.34 -1.40 -0.68  -0.567
C -0.17 0.73 -1.88  0.184
C -0.46 -1.52 -3.00  -0.171
H -0.34 -3.11 0.54  0.249
C 0.01 0.11 4.79  0.232
N -0.14 1.40 -0.69  -0.561
C -0.31 -0.74 -1.87  0.175
H -0.25 1.54 3.88  0.455
H 0.32 4.55 -1.54  0.265
C 0.09 2.87 -2.91  -0.088
C -0.07 1.50 -3.03  -0.171
H -0.14 0.96 -3.96  0.245
S 0.00 -0.02 6.34  0.489
H 1.28 1.86 2.61  0.273
H -0.83 -1.86 3.18  0.243
C -0.57 -2.90 -2.87  -0.086
H 0.15 3.45 -3.82  0.265

Results
Frontier orbital gap   0.2743 Ha
Charge   +2
HOMO   -15.00 eV

***

(3)
Molecular formula: C5H12NS2
Method: DFT, ωB97M-V/def2-TZVPD

Each line ends with the Löwdin spin population.
Atoms and positions in Å:
C 1.31 1.11 0.08  0.000
H -0.80 1.05 -0.33  0.000
S -2.00 -3.40 -0.91  0.886
H -1.29 -3.55 1.29  0.017
H 1.25 1.44 1.14  0.000
C 0.01 -1.84 1.04  -0.002
H 0.44 3.53 0.92  0.000
H 2.09 0.32 0.27  0.000
C 0.01 0.32 -0.15  0.001
H 2.55 2.19 -1.29  0.000
C -1.26 -2.71 0.71  0.082
H 0.80 -2.06 0.26  0.000
H 0.92 2.35 -1.70  0.000
N -0.16 -0.34 1.07  0.002
S 1.25 3.85 -0.10  0.000
H -1.97 -2.01 1.15  0.014
H 0.08 -0.31 -1.08  0.001
H -1.04 0.04 1.57  0.000
H 0.32 -2.02 2.11  -0.001
C 1.58 2.18 -0.93  0.000

Results
<S²>   0.753
Energy relative to the best compared isomer or geometry (same formula, charge and spin)   38.1 kcal per mole
Frontier orbital gap (spin up / spin down)   0.3565 / 0.2442 Ha
HOMO (spin up / spin down)   -8.83 / -8.75 eV
Multiplicity   2

***

(4)
Molecular formula: C23H23IrN5O9P2
Method: DFT, ωB97M-V/def2-TZVPD

Each line ends with the Löwdin spin population.
Atoms and positions in Å:
C -1.96 -0.31 2.69  0.017
C -0.49 2.20 -3.71  0.032
H 4.88 -1.60 0.27  0.001
C 3.22 2.87 1.44  0.004
H 2.86 -4.50 0.96  0.000
C -4.44 -1.00 -0.65  0.004
O -0.52 -2.05 0.09  0.104
C 1.91 -2.82 -1.64  0.000
P 0.36 -3.18 0.60  0.012
H -0.83 4.29 -3.30  0.002
H 4.21 2.87 3.35  0.000
N -1.09 2.70 -1.47  0.066
H -5.94 -1.71 0.71  0.000
H 1.45 -3.67 -2.15  0.000
H 2.38 1.64 4.47  0.001
H -0.70 4.92 -5.68  -0.001
O -0.28 -4.58 0.31  0.009
C -0.26 1.20 -4.67  0.046
C -4.94 -1.31 0.60  0.000
H 4.00 3.41 0.91  0.001
C 0.06 0.74 3.24  0.018
H 1.46 -2.91 2.45  0.000
H -1.48 -0.37 6.02  0.000
C -2.87 -0.59 1.56  0.011
O -1.11 2.25 -0.34  0.340
N -0.82 0.30 2.34  0.138
C -3.16 -0.48 -0.73  0.010
C 2.10 2.44 0.76  0.011
H -0.96 -4.61 -0.38  0.000
N -0.55 1.80 -2.36  0.181
C 2.31 1.89 3.42  0.005
H -0.03 0.82 -6.76  -0.001
C -0.66 3.55 -4.06  0.059
N -2.40 -0.28 0.35  0.117
O 3.09 -2.16 2.14  0.012
H -5.02 -1.14 -1.54  0.001
H 1.32 -1.93 -1.85  0.000
H -0.31 3.19 -7.40  0.004
C -0.59 3.89 -5.39  -0.003
N 1.12 1.77 1.37  0.123
C -1.29 -0.17 4.97  0.006
H 0.54 0.88 5.33  0.001
C -0.36 2.91 -6.35  0.081
Ir -0.16 0.18 0.24  3.008
C 2.02 -3.09 -0.14  0.002
C -4.15 -1.11 1.72  0.005
C 3.33 2.58 2.79  0.003
C -2.22 -0.58 4.02  0.003
H -2.72 -0.22 -1.69  0.001
H -3.12 -1.09 4.32  0.001
H 2.91 -2.68 -2.05  0.000
H -4.53 -1.34 2.71  0.001
O -0.14 0.67 -1.99  0.328
P 2.78 -1.70 0.75  0.023
C 1.21 1.50 2.68  0.012
C -0.20 1.57 -6.00  0.004
C -0.15 0.52 4.59  0.003
O 0.52 -3.16 2.16  0.000
O 2.78 -4.27 0.02  0.002
O 1.74 -0.56 0.65  0.187
H 1.97 2.64 -0.30  0.001
O 4.05 -1.21 -0.05  0.005
H -0.14 0.17 -4.37  0.002

Results
<S²>   8.780
Energy relative to the best compared isomer or geometry (same formula, charge and spin)   6.3 kcal per mole
Frontier orbital gap (spin up / spin down)   0.2916 / 0.2168 Ha
Charge   +2
HOMO (spin up / spin down)   -14.50 / -14.68 eV
Multiplicity   6

***

| no. | energy (eV) |
| --- | --- |
| 1 | -209628.1785 |
| 2 | -42925.4781 |
| 3 | -28536.6005 |
| 4 | -71504.5323 |